Version one
The molecule C3H6N4. Source: OMol25; level of theory: ωB97M-V with the def2-TZVPD basis set.

The geometry in XYZ format:
```
13
C3H6N4 ωB97M-V with the def2-TZVPD basis set
C 0.39996 -1.36484 0.90838
C -1.16315 1.69019 0.05357
C 0.60225 -0.30988 -1.29790
N -0.17240 0.03335 2.46331
N 0.15288 -1.05807 2.11129
N 0.07983 -0.33051 -0.00936
N -0.51033 0.72418 0.57409
H 0.74777 -2.28557 0.52332
H -1.13756 1.78358 -1.04271
H -1.61559 2.26619 0.78118
H 0.10232 -0.57300 -2.22216
H 1.06003 0.59732 -1.54990
H 1.45402 -1.17293 -1.29312
```

## Properties
* LUMO: 0.85 eV
* HOMO level: -0.25862 Ha
* spin multiplicity: 1
* total charge: 0

natural (NBO) atomic charge list, values in e, 2 entries: number 1, C, carries -0.03; number 2, C, carries -0.21

=====

Version two
A structure of composition C3H6N4. Source: OMol25; level of theory: ωB97M-V with the def2-TZVPD basis set.

The geometry in XYZ format:
```
13
C3H6N4 ωB97M-V with the def2-TZVPD basis set
C 2.01807 -0.17383 0.10126
C 0.08873 1.00083 -0.13313
C -1.63273 -1.11111 -0.04537
H 2.30277 1.19033 -0.01330
H 2.50950 -0.47487 1.31199
H 2.23184 -1.17594 -0.78232
H 0.58612 1.66993 -0.76562
H -2.89410 0.69527 0.53195
H -2.35373 -1.80014 -0.32337
N 0.59150 -0.11898 0.22631
N -1.21360 1.24896 -0.21674
N -1.95014 0.18285 0.38952
N -0.28424 -1.13329 -0.28119
```

## Properties
* LUMO: 0.85 eV
* HOMO level: -0.28554 Ha
* spin multiplicity: 1
* total charge: 0

natural (NBO) atomic charge list, values in e, 2 entries: number 1, C, carries -0.43; number 2, C, carries 0.22

=====

Version three
The molecule C3H6N4. Source: OMol25; level of theory: ωB97M-V with the def2-TZVPD basis set.

The geometry in XYZ format:
```
13
C3H6N4 ωB97M-V with the def2-TZVPD basis set
C -1.22665 0.95403 1.05273
C 1.68806 0.12886 -0.90622
C -0.73999 -1.26342 -0.09436
N 0.86448 1.96322 -0.16985
N -0.91709 2.09002 1.40459
N -0.46622 0.16372 0.10197
N 0.68990 0.71674 -0.36900
H -1.93982 0.45179 1.67718
H 1.70192 -0.95084 -1.33337
H 2.69214 0.60610 -1.09258
H -0.94904 -1.71679 0.98101
H -1.60655 -1.57711 -0.69459
H 0.20887 -1.56631 -0.55750
```

## Properties
* LUMO (alpha / beta): -1.11 / -1.05 eV
* HOMO level (alpha / beta): -0.29726 / -0.29968 Ha
* spin multiplicity: 1
* total charge: 0

natural (NBO) atomic charge list, values in e, 2 entries: number 1, C, carries 0.12; number 2, C, carries -0.34

=====

The structure with the least stability is version three.

=====

Version one
The molecule C20H30ClN3O3. Source: OMol25; level of theory: ωB97M-V with the def2-TZVPD basis set.

The geometry in XYZ format:
```
57
C20H30ClN3O3 ωB97M-V with the def2-TZVPD basis set
C -1.04678 5.09313 1.88763
C -0.50586 3.70988 1.54597
C -1.45907 2.56704 1.90505
C -1.58793 2.40490 3.41770
C -0.99021 1.26070 1.24987
C -1.84403 0.04460 1.64446
C -1.51845 -1.13713 0.74871
O -2.23349 -1.44477 -0.19217
N -0.36009 -1.77584 1.05001
C 0.28112 -2.82199 0.22913
C -0.56749 -4.08841 0.27343
O -0.80934 -4.54365 1.59423
C 0.53099 -2.34593 -1.22117
C 2.01036 -1.92010 -1.29937
C 2.50967 -1.88904 0.14940
C 4.01311 -2.04837 0.29316
C 1.69358 -3.01046 0.79344
N -0.98022 1.36522 -0.20221
C 0.15894 1.27890 -0.93237
O 1.27463 1.32915 -0.44078
C -0.03096 1.13063 -2.41255
C 0.94460 1.64965 -3.25645
N 0.89168 1.55354 -4.58028
C -0.14009 0.91164 -5.11655
C -1.14990 0.34753 -4.35044
Cl -2.44513 -0.49993 -5.12511
C -1.10702 0.45471 -2.97338
H -0.35629 5.87005 1.55896
H -2.00408 5.26966 1.39201
H -1.19783 5.22568 2.95941
H -0.28837 3.66934 0.47712
H 0.44841 3.54206 2.05623
H -2.44999 2.80036 1.49140
H -0.64421 2.05310 3.84525
H -1.82980 3.35487 3.89186
H -2.37119 1.69930 3.69405
H 0.05164 1.08916 1.53441
H -1.67816 -0.20479 2.69293
H -2.90420 0.26634 1.50949
H 0.20642 -1.36680 1.77624
H -1.50953 -3.90767 -0.25207
H -0.02859 -4.88384 -0.24368
H -0.97381 -3.76594 2.13939
H 0.30898 -3.15700 -1.91774
H -0.15367 -1.54003 -1.46874
H 2.58846 -2.66213 -1.85784
H 2.14414 -0.95901 -1.79684
H 2.21413 -0.92887 0.58752
H 4.34144 -2.99552 -0.14312
H 4.54220 -1.24208 -0.21701
H 4.31898 -2.03758 1.34105
H 1.71786 -3.01962 1.88602
H 2.07624 -3.97875 0.45618
H -1.86180 1.26542 -0.67960
H 1.79834 2.16092 -2.82889
H -0.16937 0.83055 -6.19670
H -1.86896 -0.02278 -2.36666
```

## Properties
* LUMO: 0.27 eV
* HOMO level: -0.35533 Ha
* spin multiplicity: 1
* SMILES string: CC[C@H](C)[C@@H](CC(=O)N[C@@]1(CO)CC[C@H](C)C1)NC(=O)c1cncc(Cl)c1
* total charge: 0

natural (NBO) atomic charge list, values in e, 2 entries: number 1, C, carries -0.60; number 2, C, carries -0.40

=====

Version two
The molecule C20H30ClN3O3. Source: OMol25; level of theory: ωB97M-V with the def2-TZVPD basis set.

The geometry in XYZ format:
```
57
C20H30ClN3O3 ωB97M-V with the def2-TZVPD basis set
C -2.59360 -1.45134 -3.10547
C -2.14290 -0.99747 -1.72192
C -0.62966 -1.07781 -1.50833
C -0.14468 -2.52562 -1.49291
C -0.23182 -0.35434 -0.21406
C 1.27622 -0.44906 0.07576
C 1.67970 0.54680 1.14567
O 2.08823 1.66292 0.84542
N 1.47862 0.14032 2.41748
C 1.86376 0.89332 3.61908
C 3.37750 1.03680 3.67073
O 3.99381 -0.25046 3.63654
C 1.12387 2.23358 3.70340
C -0.31582 1.85342 4.07098
C -0.22149 0.50661 4.83326
C -0.79433 0.56210 6.24263
C 1.27673 0.15293 4.82136
N -0.60723 1.05392 -0.24089
C -1.59162 1.54648 0.55194
O -2.41479 0.84158 1.11172
C -1.61687 3.03813 0.71402
C -2.83775 3.65136 0.97491
N -2.97221 4.95697 1.17776
C -1.87537 5.70667 1.14905
C -0.61597 5.17733 0.91310
Cl 0.77027 6.21645 0.92485
C -0.47089 3.82167 0.68470
H -3.66488 -1.29384 -3.23296
H -2.08077 -0.88580 -3.88702
H -2.39942 -2.51026 -3.27917
H -2.46876 0.03166 -1.56366
H -2.63978 -1.59223 -0.94862
H -0.13767 -0.54968 -2.33676
H -0.52567 -3.04566 -0.60876
H -0.49789 -3.06532 -2.37025
H 0.94282 -2.59891 -1.48846
H -0.79267 -0.79578 0.61466
H 1.53512 -1.46626 0.36957
H 1.84525 -0.19807 -0.82153
H 1.28206 -0.83788 2.55272
H 3.71904 1.61333 2.80950
H 3.64738 1.58128 4.57957
H 4.51493 -0.37348 4.43216
H 1.58378 2.80743 4.51368
H 1.21296 2.82152 2.79363
H -0.79724 2.62666 4.67192
H -0.92288 1.72893 3.17485
H -0.77288 -0.25059 4.26980
H -0.29843 1.34300 6.82564
H -1.86219 0.78422 6.22529
H -0.65687 -0.38600 6.76701
H 1.47402 -0.92077 4.79546
H 1.75536 0.54644 5.72404
H 0.08740 1.69995 -0.58275
H -3.73430 3.04579 1.02197
H -1.99333 6.76923 1.32610
H 0.51614 3.39830 0.53364
```

## Properties
* LUMO: 0.47 eV
* HOMO level: -0.34872 Ha
* spin multiplicity: 1
* SMILES string: CC[C@H](C)[C@@H](CC(=O)N[C@@]1(CO)CC[C@H](C)C1)NC(=O)c1cncc(Cl)c1
* total charge: 0

natural (NBO) atomic charge list, values in e, 2 entries: number 1, C, carries -0.60; number 2, C, carries -0.40

=====

The structure with the least stability is version two.

=====

Version one
A structure of composition C34H31N6O5SSeW. Source: OMol25; level of theory: ωB97M-V with the def2-TZVPD basis set.

The geometry in XYZ format:
```
79
C34H31N6O5SSeW ωB97M-V with the def2-TZVPD basis set
W 0.22975 -0.51888 0.02789
C -1.24006 3.44782 -1.54651
C -1.02244 2.18832 -0.77990
N -0.04930 1.36892 -0.98496
N 0.86623 1.71877 -1.95759
C 1.89364 0.94330 -1.81857
O 1.95219 0.06887 -0.84394
C 3.01734 0.99136 -2.76388
C 4.15358 0.22623 -2.51352
C 5.21138 0.25107 -3.40935
C 5.13316 1.03343 -4.55306
C 3.99661 1.79293 -4.80529
C 2.93868 1.77502 -3.91354
C -1.87660 1.79098 0.31545
C -2.92802 2.59847 0.74070
C -3.69209 2.21869 1.82028
C -3.37343 1.02618 2.44906
C -2.32214 0.27341 1.97280
N -1.56218 0.61661 0.91657
H -0.57043 3.48708 -2.39765
H -1.04661 4.31566 -0.91206
H -2.27243 3.50650 -1.89333
H 4.19899 -0.37858 -1.61768
H 6.09984 -0.33407 -3.21167
H 5.96042 1.05394 -5.25058
H 3.93839 2.40013 -5.69876
H 2.04784 2.35966 -4.09692
H -3.12306 3.52556 0.22312
H -4.50797 2.83644 2.16921
H -3.92378 0.67215 3.30883
H -2.09243 -0.64539 2.48011
O -2.66398 -3.60506 0.00650
C -1.80140 -2.69251 0.36355
O -1.49537 -1.75773 -0.37218
C -1.20359 -2.72414 1.71169
C -1.51322 -3.52138 2.78063
C -0.84688 -3.27306 3.99210
C 0.04731 -2.23129 4.08222
C 0.29270 -1.46283 2.94214
N -0.30532 -1.73102 1.79960
C 1.11472 -0.19694 2.88880
O 1.62402 0.25455 3.88488
O 1.09765 0.32039 1.69773
H -2.79288 -3.49947 -0.95742
H -2.25231 -4.30474 2.68862
H -1.05610 -3.89224 4.85384
H 0.56074 -1.97150 4.99732
C 3.50117 -4.42607 5.40965
C 3.08880 -4.06972 4.00786
C 2.26120 -4.90645 3.26308
C 1.83249 -4.56885 1.98520
C 1.00739 -5.56851 1.21406
C 2.22915 -3.33644 1.43811
Se 1.43686 -2.80324 -0.23383
C 3.15494 -2.53669 2.11685
C 3.82254 -1.33648 1.49768
C 3.54359 -2.90869 3.40408
H 3.28448 -5.47004 5.63330
H 2.97369 -3.81014 6.14192
H 4.56781 -4.25998 5.56023
H 1.95569 -5.85937 3.68341
H 0.97180 -6.51632 1.75087
H 1.42900 -5.75384 0.22516
H -0.01816 -5.22820 1.05528
H 3.36545 -1.04478 0.55600
H 4.87135 -1.57970 1.31120
H 3.80559 -0.47889 2.17114
H 4.23549 -2.26432 3.93726
S -0.15895 -1.05840 -2.77768
C -0.11971 -2.75091 -2.91256
N 1.04214 -3.28524 -3.40155
C 1.24637 -4.59523 -3.59558
C 0.23468 -5.46272 -3.30724
C -0.94397 -4.88914 -2.82014
N -1.13124 -3.59650 -2.63151
H 1.78612 -2.61343 -3.55722
H 2.21752 -4.88590 -3.96984
H 0.33892 -6.52651 -3.44666
H -1.78118 -5.53292 -2.56966
```

## Properties
* LUMO (alpha / beta): -3.66 / -3.66 eV
* HOMO level (alpha / beta): -0.35032 / -0.35026 Ha
* spin multiplicity: 1
* total charge: +1

Löwdin atomic charge list, values in e, 2 entries: number 1, W, carries 1.47; number 2, C, carries 0.00

=====

Version two
A structure of composition C34H31N6O5SSeW. Source: OMol25; level of theory: ωB97M-V with the def2-TZVPD basis set.

The geometry in XYZ format:
```
79
C34H31N6O5SSeW ωB97M-V with the def2-TZVPD basis set
W 0.09811 -0.79652 0.90333
C 3.05771 0.18868 3.94573
C 1.82901 0.23528 3.10683
N 1.32691 -0.85142 2.50873
N 1.76701 -2.11062 2.80183
C 0.86561 -2.97292 2.39863
O -0.24799 -2.51532 1.86383
C 1.04631 -4.40882 2.58563
C 0.16081 -5.30342 1.97983
C 0.29631 -6.66322 2.18033
C 1.30771 -7.14502 2.99813
C 2.19141 -6.26072 3.60023
C 2.07341 -4.90122 3.39143
C 1.04231 1.37768 2.80893
C 1.28941 2.68408 3.28173
C 0.40291 3.68958 3.00583
C -0.75399 3.38618 2.25923
C -0.92589 2.11728 1.77573
N -0.05499 1.10038 1.98703
H 3.27191 -0.85202 4.18243
H 2.93731 0.76718 4.85683
H 3.89801 0.59158 3.37953
H -0.63409 -4.91602 1.35873
H -0.38209 -7.35092 1.69793
H 1.40401 -8.20602 3.17593
H 2.97941 -6.63462 4.23533
H 2.74541 -4.20032 3.85753
H 2.18291 2.86908 3.85923
H 0.57041 4.69618 3.35773
H -1.48969 4.14768 2.05873
H -1.79029 1.87188 1.16183
O -4.08319 -1.17222 0.76873
C -2.76759 -1.34112 0.59513
O -1.91109 -0.58662 1.24753
C -2.25249 -2.28332 -0.31457
C -2.91379 -3.29612 -1.05687
C -2.15819 -4.18212 -1.77877
C -0.74739 -4.12662 -1.73967
C -0.16259 -3.10442 -1.02347
N -0.88809 -2.17472 -0.39297
C 1.31141 -2.88152 -0.73927
O 2.18861 -3.63422 -1.06177
O 1.47191 -1.77162 -0.03607
H -4.25439 -0.50652 1.45113
H -3.98809 -3.34072 -1.01907
H -2.63669 -4.95152 -2.36037
H -0.13599 -4.86092 -2.22987
C -3.52689 4.75798 -4.32257
C -2.81369 3.76498 -3.46227
C -1.78889 4.14458 -2.61177
C -1.07259 3.22088 -1.86107
C 0.00391 3.75828 -0.96537
C -1.39669 1.86658 -1.97387
Se -0.19419 0.47038 -1.14787
C -2.46089 1.45868 -2.78617
C -2.91119 0.03758 -2.92777
C -3.15249 2.42048 -3.50857
H -3.15109 5.76258 -4.14977
H -4.59639 4.74128 -4.12167
H -3.38149 4.50208 -5.37137
H -1.51729 5.18748 -2.52917
H 0.70971 4.35308 -1.54107
H 0.54421 2.95508 -0.47197
H -0.43749 4.39858 -0.20477
H -2.24429 -0.63952 -2.40397
H -2.92369 -0.24722 -3.97627
H -3.91819 -0.07632 -2.53027
H -3.96649 2.09718 -4.14137
S 2.72351 0.81008 0.40673
C 2.96861 1.80658 -0.92317
N 3.81731 2.87868 -0.75387
C 3.91561 3.84498 -1.68317
C 3.20801 3.73628 -2.84907
C 2.49361 2.53358 -3.03877
N 2.38051 1.62878 -2.10747
H 4.34681 2.91408 0.11043
H 4.56401 4.67738 -1.45897
H 3.23291 4.51258 -3.59277
H 2.00771 2.30338 -3.97567
```

## Properties
* LUMO (alpha / beta): -4.41 / -4.53 eV
* HOMO level (alpha / beta): -0.33312 / -0.34164 Ha
* spin multiplicity: 1
* total charge: +1

Löwdin atomic charge list, values in e, 2 entries: number 1, W, carries 1.46; number 2, C, carries -0.01

=====

The structure with the least stability is version two.

=====

Version one
A cluster of 2 separate species, C6H8N2S in total. Source: OMol25; level of theory: ωB97M-V with the def2-TZVPD basis set.

The geometry in XYZ format:
```
17
C6H8N2S ωB97M-V with the def2-TZVPD basis set
C -2.19423 0.28877 -0.79463
C -2.05400 -1.54280 0.40049
C -0.93681 0.31186 -0.23424
C 2.37533 1.12197 0.85540
C 1.85307 1.16237 -0.57636
C 2.57396 0.02210 -0.09568
N -0.91209 -0.85890 0.49400
N -2.86214 -0.84615 -0.39481
S 3.12151 -1.47919 -0.27823
H -2.65795 0.99675 -1.45087
H -2.29153 -2.47307 0.87325
H 3.22683 1.71732 1.15311
H 1.63880 1.01053 1.64119
H 0.74768 1.02086 -0.65620
H 2.28491 1.82153 -1.30869
H -3.80277 -1.10820 -0.64806
H -0.11056 -1.16574 1.02032
```

## Properties
* LUMO: 0.37 eV
* HOMO level: -0.28210 Ha
* spin multiplicity: 1
* total charge: 0

natural (NBO) atomic charge list, values in e, 2 entries: number 1, C, carries -0.19; number 2, C, carries 0.17

=====

Version two
The molecule C6H8N2S. Source: OMol25; level of theory: ωB97M-V with the def2-TZVPD basis set.

The geometry in XYZ format:
```
17
C6H8N2S ωB97M-V with the def2-TZVPD basis set
C 0.35367 0.92697 0.37210
C 0.98892 -1.06023 -0.59458
C -0.17172 -1.70022 -0.44441
C -2.03459 0.66921 0.61700
C 1.34574 0.11621 0.18910
C 2.81923 0.46908 0.37609
N -0.84308 1.24415 0.13261
N -3.09920 0.95260 -0.23514
S -1.53068 -1.31908 0.60296
H 1.80544 -1.34337 -1.33811
H -0.34250 -2.68971 -0.94844
H -2.15727 1.03734 1.65096
H 3.15336 0.63732 -0.63184
H 3.22336 -0.52007 0.60663
H 3.00505 1.19496 1.05766
H -3.83318 0.32669 -0.21206
H -2.68254 1.05816 -1.20052
```

## Properties
* LUMO: 0.22 eV
* HOMO level: -0.29394 Ha
* spin multiplicity: 1
* SMILES string: CC1=C=N[C@@H](N)SC=C1
* total charge: 0

natural (NBO) atomic charge list, values in e, 2 entries: number 1, C, carries 0.42; number 2, C, carries -0.22

=====

The structure with the least stability is version one.